Record 1
# C44H52N7P2S2Si2Tl

C44H52N7P2S2Si2Tl as an isolated structure in a non-equilibrium geometry (ωB97M-V/def2-TZVPD, the Open Molecules 2025 dataset).

## Properties
E_LUMO	3.956	eV
gap between HOMO and LUMO	3.8	eV
charge	-2
E_HOMO	0.190	eV
E_tot	-117601.4522	eV
max |F|	4.283	eV Å⁻¹

Structure (XYZ):
```
110
Properties=species:S:1:pos:R:3:forces:R:3:mulliken_charge:R:1
Tl 0.5930 1.1096 0.2712 -0.3002 -0.9306 -0.1638 0.74
C 3.8593 -2.2006 0.4205 0.4481 -0.0470 -0.3118 -0.94
Si 2.7726 -2.1781 -1.1290 -1.7204 0.1607 0.0141 0.00
C 2.6188 -3.9317 -1.9091 1.2020 -0.0024 -0.3290 -0.98
C 3.6529 -1.1942 -2.4962 0.6766 0.1017 -0.3026 -0.82
N 1.2624 -1.5396 -0.6612 1.0280 -0.7399 -1.0584 -0.09
P -0.2556 -1.8790 -1.0153 -1.0742 2.6630 2.8936 2.04
C -1.2383 -0.7570 -0.1708 -1.6782 -1.1445 -0.7254 -0.87
P -2.0197 -0.6596 1.3601 3.3514 -0.2670 -2.6530 0.72
N -0.9373 -0.1516 2.3931 -0.3455 0.4483 1.6488 0.15
Si -1.1149 0.5037 3.9639 0.3055 -0.5276 -1.5586 0.26
C -1.1142 2.3936 3.7905 0.1076 0.1782 0.4449 -0.73
C -2.6946 -0.1369 4.8423 -0.1131 0.0826 0.9787 -1.13
C 0.3840 -0.0045 4.9942 0.0874 -0.3454 0.1909 -0.94
C -2.6344 -2.2803 1.8737 -0.0769 0.2180 0.3517 0.18
C -1.9555 -2.9944 2.8659 -0.4104 -0.4413 0.0601 -0.24
C -2.4999 -4.1773 3.3683 -0.0916 -0.1086 -0.1547 -0.78
C -3.6807 -4.6808 2.8289 -0.1280 0.5731 -0.1824 -0.54
C -4.3051 -3.9943 1.7849 0.0326 -0.3097 0.1365 -0.93
C -3.7700 -2.8159 1.2947 -0.3597 -0.4055 -0.0013 -0.09
C -3.3989 0.5358 1.3970 -0.9148 -0.7465 0.1896 0.02
C -3.1527 1.8406 0.9787 -0.4703 0.2237 -0.1400 0.32
C -4.1149 2.8394 1.1176 -0.1692 -0.5889 0.3479 -0.53
C -5.3414 2.5330 1.7163 0.3838 -0.3705 -0.3955 -0.73
C -5.6189 1.2150 2.0703 -0.0981 0.1360 0.1700 -0.68
C -4.6625 0.2172 1.9226 0.4039 0.7403 -0.0281 -0.54
C -0.4876 -1.7891 -2.8371 0.4410 -0.1575 -0.7417 -0.42
C -0.7074 -0.5642 -3.5057 -0.1226 -0.4295 0.1064 -0.35
C -0.5803 -0.4605 -4.8870 0.2470 -0.2265 0.1494 -0.39
C -0.1861 -1.5557 -5.6621 -0.1425 0.0071 0.2262 -0.51
C -0.0240 -2.7817 -5.0378 -0.1480 0.4185 0.9477 -0.82
C -0.1697 -2.8889 -3.6418 -0.1694 0.3187 -0.7472 -0.55
C -0.5912 -3.6003 -0.5245 0.0661 -0.0505 -0.2697 -0.07
C 0.1358 -4.1501 0.5308 0.1501 -0.0259 -0.2108 -0.30
C -0.0500 -5.4679 0.9153 -0.5689 0.0160 -0.0429 -0.87
C -0.9953 -6.2441 0.2460 -0.1259 -0.1048 -0.1730 -0.54
C -1.7625 -5.6935 -0.7806 0.0557 0.2892 0.5590 -0.81
C -1.5889 -4.3567 -1.1105 -0.3384 -0.3129 -0.3449 -0.28
H 4.9058 -2.3679 0.1016 -0.1918 0.1068 0.3207 0.31
H 3.5869 -3.0080 1.1192 -0.0187 0.2766 -0.2181 0.25
H 3.7831 -1.2277 0.9460 0.0308 -0.4706 -0.2730 0.16
H 3.6719 -4.2928 -2.0077 -0.5196 -0.0754 0.0871 0.48
H 2.2385 -3.9013 -2.9498 0.0367 0.1343 0.5733 0.28
H 2.0530 -4.6695 -1.3322 0.0394 0.1762 -0.0433 0.20
H 4.5520 -1.7999 -2.7944 -0.5803 0.5418 0.0491 0.38
H 4.0205 -0.2061 -2.1318 -0.2722 -0.5928 -0.2456 0.03
H 3.0243 -1.0223 -3.4090 0.4000 -0.2153 0.8031 0.20
H -2.1167 2.7582 3.5344 0.0944 -0.0059 0.0601 0.25
H -0.4202 2.7454 2.9966 -0.3127 -0.4215 0.4684 -0.12
H -0.8020 2.8544 4.7447 -0.1343 0.0912 -0.2808 0.34
H -3.6070 0.4309 4.5903 0.3287 -0.2031 -0.0918 0.27
H -2.5484 -0.0030 5.9352 -0.1051 0.0465 -0.2780 0.43
H -2.9098 -1.2221 4.7270 0.2731 0.6557 -0.2566 0.26
H 1.3316 0.2249 4.4671 -0.5469 -0.0135 0.2375 0.14
H 0.3762 -1.0922 5.2275 -0.0584 0.5182 -0.1831 0.23
H 0.3613 0.5313 5.9510 0.1749 -0.0185 0.0205 0.31
H -1.0013 -2.6411 3.2316 -0.0921 0.3392 0.1168 0.52
H -2.0377 -4.7063 4.2037 0.1078 0.1318 -0.2875 0.35
H -4.1463 -5.5719 3.2180 0.0290 -0.2150 0.1323 0.35
H -5.2321 -4.3714 1.3718 -0.0190 -0.1242 -0.0843 0.37
H -4.2418 -2.3128 0.4544 0.0306 0.0707 0.1477 0.58
H -2.2178 2.0869 0.5117 0.3536 -0.0321 0.0430 -0.10
H -3.9093 3.8467 0.7788 0.0929 0.0552 0.0352 0.41
H -6.0710 3.3041 1.8809 -0.2845 0.2317 -0.0039 0.37
H -6.5861 0.9587 2.4979 0.0814 0.0846 0.0055 0.36
H -4.8781 -0.7722 2.2916 0.0047 -0.1717 -0.0699 0.43
H -1.0028 0.3075 -2.9339 0.0602 -0.0406 0.2152 0.32
H -0.7545 0.4926 -5.3664 -0.0004 0.1512 -0.0187 0.45
H -0.0021 -1.4489 -6.7266 -0.1419 0.0066 0.0328 0.34
H 0.2418 -3.6617 -5.5877 0.1424 -0.3203 -0.3349 0.41
H -0.0203 -3.8616 -3.2070 0.0832 -0.1404 0.2417 0.46
H 0.8559 -3.5146 1.0218 0.1964 0.0794 0.1016 0.57
H 0.4681 -5.8691 1.7791 0.1064 -0.0201 -0.1003 0.38
H -1.1837 -7.2682 0.5433 0.1089 -0.0764 0.0572 0.34
H -2.5529 -6.2551 -1.2604 0.0218 -0.1806 0.0027 0.35
H -2.2584 -3.8946 -1.8320 0.1768 -0.0322 -0.0926 0.44
C 5.2109 3.7784 3.0771 -0.1972 -0.5400 0.1696 -0.74
S 3.5842 3.9656 3.8605 0.5541 0.8553 0.8153 -0.14
C 2.5574 3.2840 2.6122 -0.7677 -2.2250 -1.6414 0.13
S 2.6871 1.5888 2.3756 0.5114 0.5091 0.3433 -0.22
N 1.7979 4.1250 1.9720 0.9212 3.0117 0.9717 -1.30
N 1.0516 3.7987 0.9322 -1.5644 -0.1792 -1.2382 1.36
C 0.5064 4.7453 0.2230 0.9255 -0.6671 1.2317 -1.57
C -0.3912 4.4431 -0.9141 0.0383 0.3459 -0.5910 0.90
C -0.5231 5.4172 -1.9418 -0.5782 -0.5354 0.0053 -0.75
C -1.4107 5.1860 -2.9897 0.5025 -0.6439 0.6524 -0.45
C -2.0732 3.9521 -3.0486 -0.0805 0.8650 -0.0815 -0.95
C -1.9217 3.0765 -1.9832 0.7032 -0.1828 -0.1316 -0.44
N -1.0792 3.2920 -0.9526 -0.5596 0.6379 -0.4689 0.53
H 5.9288 4.1058 3.8282 0.0697 -0.0788 0.0373 0.33
H 5.3963 2.7217 2.7997 -0.1650 0.5857 0.1227 0.17
H 5.2905 4.4427 2.2244 0.0008 -0.0171 -0.2674 0.23
H 0.6969 5.8122 0.4709 0.0048 -0.5132 -0.1990 0.19
H 0.0526 6.3319 -1.9366 0.0417 0.0507 0.2790 0.48
H -1.5660 5.9427 -3.7427 0.0638 0.0235 -0.2193 0.39
H -2.7108 3.7533 -3.9122 0.0103 -0.2099 0.4511 0.42
H -2.4632 2.1276 -1.9970 0.2103 0.1040 0.3117 0.51
N 5.3847 3.4941 -4.3247 0.6110 0.4236 -0.6286 -0.48
C 4.4021 3.0586 -3.4803 -1.1127 -0.4992 1.2046 0.91
C 4.5954 3.0989 -2.0662 -0.7269 -0.3396 -0.7881 -0.62
C 3.5850 2.6143 -1.2329 0.4479 0.5430 -0.5439 -0.49
N 2.4382 2.1514 -1.7056 -0.0659 -0.2811 -0.0435 0.38
C 2.2315 2.0998 -3.0139 0.6720 0.4408 -0.1534 -0.64
C 3.1546 2.5658 -3.9604 0.5690 0.1409 1.1114 -0.63
H 6.2970 3.7268 -3.9380 -0.5955 -0.2558 -0.3913 0.19
H 5.3016 3.3197 -5.3230 0.1814 0.0677 0.6813 0.19
H 5.4914 3.5111 -1.6260 0.2313 -0.0229 -0.0914 0.33
H 3.6990 2.6191 -0.1439 -0.0657 -0.0299 -0.2479 0.14
H 1.2823 1.6509 -3.2936 0.0199 0.1098 -0.2609 0.24
H 2.9182 2.5602 -5.0134 0.0720 -0.1130 -0.1713 0.33
```
Positions in Å, forces in eV/Å.

Record 2
# C44H53BN8O4ReS4

C44H53BN8O4ReS4 as an isolated structure (ωB97M-V/def2-TZVPD, the Open Molecules 2025 dataset).

## Properties
spin multiplicity	2
⟨S²⟩	0.761
E_LUMO (alpha / beta)	-6.358 / -6.301	eV
ΔE to the lowest compared entry with this formula, charge and spin	0.0	kcal/mol
gap between HOMO and LUMO (alpha / beta)	6.5 / 7.0	eV
charge	+2
E_HOMO (alpha / beta)	-12.897 / -13.257	eV
E_tot	-112738.3262	eV
max |F|	0.365	eV Å⁻¹

Structure (XYZ):
```
115
Properties=species:S:1:pos:R:3:forces:R:3:lowdin_spin:R:1
Re 1.8256 -1.5662 1.3707 -0.2722 0.2187 0.1078 0.83
C 0.5791 2.5823 4.6005 -0.0270 -0.0193 -0.0277 0.00
C -0.2999 2.4594 3.3958 0.0648 0.0102 0.0799 0.00
C -1.4830 3.1294 3.2849 -0.0179 0.0197 0.0159 0.00
C -2.3089 2.9839 2.1453 -0.0141 0.0086 -0.0012 0.00
N -1.9363 2.2194 1.1529 -0.0304 -0.0134 0.0023 0.00
N -0.7664 1.5865 1.2582 -0.0228 -0.0607 -0.0757 0.00
B -0.3767 0.6942 0.0827 0.0399 0.1435 -0.1297 0.00
N 0.7888 1.4016 -0.6731 -0.0258 -0.1208 0.0666 0.02
N 0.2317 2.5794 -1.0270 -0.0409 0.0180 0.0010 0.01
C 0.8917 3.4068 -1.7805 -0.0014 0.0141 -0.0131 0.00
C 2.1926 3.0738 -2.2348 -0.0071 0.0200 0.0000 0.00
C 2.7696 1.8980 -1.8779 0.0850 -0.0347 -0.0282 0.00
C 4.1434 1.5174 -2.3344 -0.0330 0.0021 0.0189 0.00
C 2.0157 1.0219 -1.0284 -0.0381 0.0113 -0.0093 0.01
S 2.7500 -0.4607 -0.5901 0.0617 -0.0146 0.0570 0.04
C 0.2246 4.7159 -2.1559 0.0145 -0.0041 0.0085 0.00
C 1.0959 5.8720 -1.6450 -0.0028 -0.0092 -0.0058 0.00
C -1.1671 4.8056 -1.5355 -0.0057 0.0006 0.0053 0.00
C 0.1114 4.7826 -3.6855 0.0072 -0.0088 0.0056 0.00
N -1.4508 0.2160 -0.9588 0.0619 -0.0275 0.1096 0.00
N -2.1459 0.8411 -1.8835 -0.0243 0.0142 -0.0302 0.00
C -2.9456 0.0758 -2.6062 0.0076 0.0575 0.0333 0.00
C -3.0414 -1.3162 -2.3715 -0.0149 -0.0502 -0.0187 0.00
C -2.3073 -1.9584 -1.4010 -0.0319 -0.1634 -0.0251 0.00
C -2.4260 -3.4098 -1.0684 -0.0442 0.0451 0.0182 0.00
C -1.4648 -1.0902 -0.7091 -0.0035 0.0698 -0.0309 0.00
S -0.4616 -1.1053 0.7509 0.1536 0.0083 -0.0101 0.01
C -3.7849 0.7390 -3.6815 0.0147 -0.0030 -0.0172 0.00
C -3.4428 0.0986 -5.0351 -0.0084 0.0035 0.0118 0.00
C -3.5084 2.2393 -3.7429 0.0096 -0.0053 0.0046 0.00
C -5.2682 0.5102 -3.3526 0.0071 -0.0011 -0.0030 0.00
C 0.0593 1.6181 2.3056 -0.0382 -0.0018 0.0326 0.00
S 1.5678 0.7300 2.3667 0.0864 -0.0558 -0.0377 -0.01
C -3.6406 3.7018 2.0323 0.0229 0.0385 -0.0161 0.00
C -3.3895 5.2148 2.1297 -0.0099 -0.0307 0.0011 0.00
C -4.3189 3.3854 0.7006 0.0103 -0.0054 0.0024 0.00
C -4.5411 3.2496 3.1898 -0.0013 -0.0108 0.0078 0.00
H 0.1447 3.2704 5.3218 -0.0068 0.0043 -0.0052 0.00
H 1.5704 2.9413 4.3226 0.0037 0.0074 -0.0085 0.00
H 0.7128 1.6095 5.0753 0.0037 -0.0069 0.0006 0.00
H -1.8042 3.7768 4.0905 0.0007 0.0025 0.0022 0.00
H 2.7319 3.7672 -2.8663 0.0041 0.0002 -0.0051 0.00
H 4.5543 2.2882 -2.9819 -0.0051 0.0069 -0.0016 0.00
H 4.1242 0.5721 -2.8781 -0.0037 -0.0012 -0.0069 0.00
H 4.8082 1.3799 -1.4806 -0.0014 0.0013 0.0030 0.00
H 1.1991 5.8360 -0.5590 0.0007 0.0021 0.0062 0.00
H 0.6312 6.8217 -1.9100 -0.0035 0.0055 -0.0010 0.00
H 2.0939 5.8616 -2.0856 0.0037 0.0036 -0.0014 0.00
H -1.1131 4.7764 -0.4460 -0.0123 0.0031 0.0092 0.00
H -1.7993 3.9783 -1.8600 -0.0055 0.0019 0.0012 0.00
H -1.6320 5.7454 -1.8344 -0.0061 0.0057 -0.0013 0.00
H 1.0871 4.7514 -4.1725 0.0004 -0.0016 -0.0068 0.00
H -0.3687 5.7176 -3.9739 -0.0033 0.0083 0.0006 0.00
H -0.4925 3.9589 -4.0702 0.0008 -0.0032 -0.0032 0.00
H -3.7327 -1.8943 -2.9711 -0.0026 -0.0031 -0.0023 0.00
H -3.1592 -3.8933 -1.7098 -0.0113 0.0109 0.0006 0.00
H -2.7387 -3.5247 -0.0283 0.0201 -0.0112 0.0121 0.00
H -1.4627 -3.9037 -1.1775 -0.0168 0.0159 -0.0151 0.00
H -2.3905 0.2430 -5.2853 0.0038 0.0001 0.0004 0.00
H -4.0432 0.5643 -5.8163 -0.0018 0.0014 -0.0048 0.00
H -3.6566 -0.9710 -5.0516 -0.0012 -0.0050 -0.0062 0.00
H -2.4598 2.4415 -3.9647 -0.0047 0.0064 -0.0016 0.00
H -3.7574 2.7294 -2.8012 0.0035 0.0063 0.0029 0.00
H -4.1177 2.6794 -4.5318 -0.0038 0.0060 -0.0045 0.00
H -5.5297 -0.5487 -3.3347 -0.0044 -0.0054 -0.0003 0.00
H -5.8832 0.9856 -4.1164 -0.0036 0.0028 -0.0007 0.00
H -5.5288 0.9474 -2.3872 -0.0003 0.0004 0.0015 0.00
H -2.7454 5.5598 1.3194 0.0105 0.0060 -0.0081 0.00
H -2.9326 5.4965 3.0794 0.0020 0.0060 0.0001 0.00
H -4.3392 5.7442 2.0539 -0.0050 0.0022 0.0016 0.00
H -3.6992 3.6913 -0.1431 -0.0043 -0.0010 -0.0041 0.00
H -5.2657 3.9225 0.6498 -0.0089 0.0059 -0.0039 0.00
H -4.5225 2.3186 0.6005 -0.0035 -0.0028 -0.0013 0.00
H -4.1096 3.4842 4.1640 0.0032 0.0028 0.0045 0.00
H -4.7291 2.1755 3.1462 -0.0020 -0.0045 0.0006 0.00
H -5.4999 3.7637 3.1244 -0.0070 0.0004 0.0003 0.00
O 0.6191 -3.0731 -1.1975 0.0126 0.0329 -0.0199 0.00
S 1.8605 -3.7684 -1.0245 0.0941 0.0432 0.1455 0.00
O 2.8800 -3.6724 -2.0216 -0.0545 -0.0209 -0.0313 0.00
N 2.5249 -3.1266 0.4300 0.0072 -0.1394 -0.0651 -0.03
C 3.8448 -3.5617 0.7693 -0.1020 0.0138 -0.0190 0.00
C 4.5548 -4.6024 0.2290 0.0228 -0.0766 -0.0613 0.00
C 5.8396 -4.9232 0.7189 -0.0044 0.0016 0.0053 0.00
C 6.4155 -4.2121 1.7298 0.0014 -0.0029 -0.0062 0.00
C 5.7149 -3.1230 2.2984 0.0316 0.0134 0.0392 0.00
C 6.2198 -2.3222 3.3431 -0.0090 -0.0096 -0.0113 0.02
C 5.4681 -1.2873 3.8325 0.0085 0.0024 0.0126 0.00
C 4.2111 -1.0341 3.2780 -0.0345 -0.0254 -0.0361 0.02
N 3.7096 -1.7638 2.2939 0.0507 -0.0217 -0.0256 -0.01
C 4.4394 -2.8119 1.8045 -0.0292 0.0704 0.0576 0.00
C 1.5251 -5.4548 -0.6688 0.0354 -0.0015 -0.0845 0.00
C 2.0837 -6.4208 -1.4974 -0.0352 -0.0032 0.0589 0.00
C 1.7696 -7.7514 -1.2674 0.0017 0.0063 -0.0016 0.00
C 0.9187 -8.0939 -0.2252 0.0062 0.0008 -0.0081 0.00
C 0.3649 -7.1130 0.5891 0.0048 0.0173 0.0073 0.00
C 0.6584 -5.7773 0.3681 0.0349 -0.0108 -0.0359 0.00
H 4.1575 -5.1936 -0.5796 0.0134 0.0241 0.0237 0.00
H 6.3670 -5.7538 0.2710 0.0027 -0.0028 0.0011 0.00
H 7.3989 -4.4639 2.1034 0.0042 -0.0020 -0.0029 0.00
H 7.2002 -2.5363 3.7498 0.0032 0.0019 0.0028 0.00
H 5.8236 -0.6591 4.6357 0.0090 -0.0004 0.0010 0.00
H 3.5976 -0.2230 3.6447 -0.0088 0.0117 0.0055 0.00
H 2.7403 -6.1303 -2.3065 -0.0018 0.0022 -0.0123 0.00
H 2.1882 -8.5188 -1.9036 -0.0003 -0.0065 -0.0013 0.00
H 0.6810 -9.1342 -0.0486 -0.0013 -0.0075 0.0028 0.00
H -0.3014 -7.3882 1.3952 -0.0061 -0.0036 0.0010 0.00
H 0.2216 -5.0018 0.9826 -0.0173 0.0049 0.0100 0.00
C -0.2292 -3.3505 4.6855 -0.0177 0.0127 0.0179 0.00
C 0.0011 -3.0959 3.2291 0.1039 0.0158 0.0546 0.01
O -0.6595 -3.5629 2.3353 -0.0356 0.0061 -0.0570 0.01
O 1.0799 -2.3134 3.0004 0.0435 -0.1100 -0.0506 0.06
H -1.2429 -3.7058 4.8432 -0.0079 0.0019 -0.0011 0.00
H -0.0290 -2.4558 5.2705 -0.0081 -0.0016 0.0152 0.00
H 0.4669 -4.1258 5.0117 0.0183 0.0195 0.0043 0.00
```
Positions in Å, forces in eV/Å.

Which of these has the highest max |F|? C44H52N7P2S2Si2Tl

Among the records above, which one has the highest E_tot? C44H53BN8O4ReS4

Which formula does entry 1 have? C44H52N7P2S2Si2Tl

Which formula does entry 1 have? C44H52N7P2S2Si2Tl